Computed, not measured: a molecular structure, C40H40F4N5O2Pt in a non-equilibrium geometry, with the ωB97M-V functional and the def2-TZVPD basis.

XYZ file:
```
92
Properties=species:S:1:pos:R:3:forces:R:3
Pt 0.4817 0.5600 -1.0765 0.05 -0.41 1.03
C -1.5070 -0.0886 5.5573 -0.02 0.06 -0.13
C -2.7315 -0.0880 4.6377 -0.19 0.07 0.36
C -3.5700 1.1843 4.9242 0.12 -0.04 -0.04
C -3.5897 -1.3283 4.9625 0.13 -0.01 -0.19
C -2.3725 -0.0577 3.1768 -0.62 -0.05 -0.18
C -1.0308 0.0943 2.7449 0.64 0.12 -0.24
C -0.7137 0.1058 1.4026 -0.62 -0.03 -0.14
N 0.5318 0.1411 0.8061 0.27 -0.01 0.78
C 1.7915 -0.0863 1.3099 0.25 0.11 -0.35
C 2.1454 -0.5045 2.5804 -0.59 -0.01 -0.13
C 3.5062 -0.6917 2.9389 0.76 0.10 -0.26
C 4.4782 -0.5363 1.9529 -0.16 -0.10 0.53
C 4.2086 -0.1441 0.6475 -0.10 0.24 -0.59
C 2.8246 0.0996 0.3033 -0.23 -0.12 0.31
O 2.4562 0.4389 -0.8837 0.64 0.09 -0.20
C 5.3117 -0.0024 -0.3838 0.27 -0.07 -0.01
C 5.0783 -1.0587 -1.4903 -0.10 0.10 0.03
C 6.6883 -0.2620 0.2424 -0.17 -0.03 -0.04
C 5.3402 1.4140 -0.9945 -0.22 -0.05 0.10
C 3.8481 -1.0732 4.3509 -0.19 -0.43 0.45
C 3.2954 -2.5042 4.5963 0.08 0.18 -0.15
C 5.3494 -1.0878 4.6372 -0.02 0.14 -0.12
C 3.1587 -0.1097 5.3378 0.03 0.12 -0.22
C -1.7914 0.1716 0.4249 0.38 -0.11 0.28
O -1.4799 0.4468 -0.7974 -0.67 -0.03 -0.06
C -3.1521 -0.0691 0.8481 0.01 0.01 -0.40
C -3.3798 -0.1551 2.2076 0.19 0.03 0.31
C -4.2673 -0.2422 -0.1706 -0.12 0.07 -0.06
C -5.5798 -0.6440 0.5088 0.10 0.09 0.00
C -3.8979 -1.3522 -1.1762 0.15 0.05 0.08
C -4.4889 1.0940 -0.9121 0.01 -0.08 0.04
H -1.8401 -0.1815 6.5890 0.01 0.01 0.02
H -0.9455 0.8463 5.4837 0.04 -0.03 0.02
H -0.8451 -0.9345 5.3526 0.01 -0.01 0.03
H -3.7911 1.2194 5.9906 0.00 0.02 0.01
H -4.5170 1.1782 4.3853 0.01 -0.01 -0.02
H -3.0191 2.0867 4.6537 -0.03 0.03 0.04
H -3.8701 -1.3003 6.0139 0.02 0.01 0.02
H -3.0275 -2.2458 4.7807 -0.04 -0.03 0.02
H -4.5088 -1.3614 4.3792 -0.01 -0.02 0.01
H -0.2673 0.2675 3.4875 -0.01 -0.06 0.01
H 1.3814 -0.7416 3.3040 0.04 -0.05 0.04
H 5.5038 -0.7301 2.2254 -0.06 0.06 -0.01
H 5.0212 -2.0635 -1.0693 0.02 -0.01 -0.03
H 5.9174 -1.0260 -2.1845 0.04 -0.01 0.04
H 4.1712 -0.8540 -2.0547 -0.04 -0.03 0.00
H 6.7781 -1.2889 0.6010 0.08 0.02 0.02
H 6.8904 0.4320 1.0599 0.08 -0.02 -0.01
H 7.4515 -0.1092 -0.5179 0.01 -0.02 0.00
H 4.4147 1.6519 -1.5073 -0.12 0.07 -0.02
H 6.1421 1.4718 -1.7290 0.08 -0.06 0.07
H 5.5245 2.1640 -0.2240 0.02 0.02 -0.04
H 3.7896 -3.2252 3.9445 -0.02 -0.04 0.03
H 2.2176 -2.5663 4.4324 0.00 -0.02 0.04
H 3.4997 -2.7730 5.6317 -0.03 -0.05 0.01
H 5.8810 -1.8171 4.0246 0.01 0.00 0.00
H 5.5064 -1.3662 5.6775 0.00 -0.01 0.01
H 5.7961 -0.1018 4.4918 0.03 -0.02 -0.02
H 2.0697 -0.1898 5.3051 0.00 0.01 0.03
H 3.4408 0.9250 5.1342 -0.01 0.01 0.06
H 3.4745 -0.3530 6.3505 -0.02 -0.02 0.02
H -4.3943 -0.2876 2.5496 0.04 -0.05 0.00
H -5.4857 -1.6009 1.0247 -0.05 0.00 0.02
H -6.3538 -0.7495 -0.2496 0.00 0.00 0.00
H -5.9161 0.1172 1.2144 -0.08 -0.03 -0.02
H -3.6550 -2.2826 -0.6599 -0.02 -0.01 -0.03
H -3.0549 -1.0652 -1.8008 0.05 -0.02 -0.01
H -4.7499 -1.5461 -1.8270 -0.04 0.03 0.04
H -4.8334 1.8676 -0.2249 -0.02 0.01 -0.03
H -5.2540 0.9446 -1.6754 -0.04 0.01 0.06
H -3.5853 1.4410 -1.4050 0.07 0.03 -0.03
F 0.3857 2.1755 -8.1755 0.14 0.07 -0.13
C -0.7322 1.7070 -7.6944 0.01 -0.02 0.14
C -1.7556 1.4229 -8.5632 -0.10 -0.07 -0.02
F -1.5720 1.6421 -9.8305 0.09 0.04 -0.17
C -3.0051 0.8917 -8.1151 0.11 0.08 0.03
C -3.1463 0.7242 -6.6979 0.05 -0.03 0.03
C -2.1162 0.9838 -5.8469 0.06 0.02 -0.02
F -2.2917 0.7860 -4.5548 -0.01 -0.04 0.19
C -0.8555 1.4702 -6.2966 -0.12 -0.08 0.01
C 0.2225 1.6861 -5.4033 0.10 0.37 -0.83
C 0.2094 1.3325 -4.0413 0.16 -0.36 0.69
N 0.3785 1.0191 -2.9496 -0.27 0.40 -1.20
C 1.4516 2.2661 -5.8105 -0.11 -0.12 0.02
N 2.4768 2.7194 -6.0854 0.01 0.02 0.06
F -4.2708 0.2845 -6.2017 -0.14 -0.06 0.04
C -4.0159 0.5308 -9.0143 -0.05 -0.02 -0.05
C -3.8661 0.5779 -10.4206 0.09 0.04 -0.11
N -3.7896 0.5544 -11.5720 -0.03 0.02 0.08
C -5.2816 0.0486 -8.5991 -0.09 -0.03 0.14
N -6.3255 -0.3387 -8.2992 0.05 0.01 -0.05
```
Forces are in eV/Å.

The value obtained for the energy above the lowest of the compared OMol25 structures with the same formula, charge and spin is 16.8 kJ/mol. The total charge is +3. The multiplicity is 5. Its gap between HOMO and LUMO (spin up / spin down) is 0.1434 / 0.1619 Eh. The value obtained for the total energy is -67758.541 eV.